Computed, not measured: a 4-piece molecular cluster, C17H22BBrCl3N5O8PS overall, with ωB97M-V with the def2-TZVPD basis set.

Geometry (Å):
C (-4.06938, -0.17491, 1.59440)
C (-3.27808, -0.14568, 0.16060)
N (-2.15081, -1.12023, 0.11670)
C (-0.82883, -0.50406, -0.00190)
C (0.11018, -0.61218, -1.29712)
P (-0.62346, -1.56339, -2.73863)
O (0.37488, -1.58817, -4.11979)
Br (-0.66556, -3.76608, -2.03650)
C (1.52690, 0.00838, -1.35570)
C (2.56006, -0.10285, -2.55858)
C (2.27150, 0.82679, -3.83113)
C (3.15639, 0.19403, -5.05413)
O (2.78656, 2.19018, -3.67414)
C (2.00022, 0.81903, -0.06704)
N (3.28517, 1.49960, 0.08024)
S (3.27956, 2.15394, 1.67897)
N (1.75398, 1.73884, 2.32102)
C (1.12778, 0.97562, 1.24330)
C (-0.29845, 0.26946, 1.25472)
O (-1.11681, 0.34011, 2.45542)
B (-0.73762, -0.85777, 3.21272)
O (0.64939, -1.12840, 3.59255)
O (-1.71557, -1.82217, 3.67188)
H (-3.74936, 0.76665, 2.16007)
H (-5.21131, -0.16567, 1.44184)
H (-3.74270, -1.07936, 2.23372)
H (-3.02077, 0.92052, -0.15356)
H (-4.06805, -0.52821, -0.60202)
H (-2.30648, -1.89283, -0.54212)
H (0.04986, -2.36641, -4.65068)
H (2.53984, -1.20125, -2.92037)
H (3.61190, 0.09193, -2.14536)
H (1.15645, 0.87833, -4.13135)
H (3.33522, 0.93745, -5.90021)
H (2.65448, -0.78758, -5.39435)
H (4.17986, -0.11091, -4.60277)
H (3.75402, 2.05069, -3.51039)
H (1.12893, -1.47722, 2.79958)
H (-1.62013, -2.58920, 3.04788)
N (6.16753, 3.82748, -3.04984)
O (7.40458, 3.75578, -2.93214)
O (5.45719, 2.83240, -2.78720)
O (5.63738, 4.88751, -3.42751)
N (-3.42214, 1.62016, 5.71072)
C (-2.44135, 0.70485, 5.77095)
C (-1.78226, 0.35591, 6.93873)
C (-2.15240, 0.99041, 8.11552)
C (-3.16192, 1.94209, 8.08220)
C (-3.76198, 2.21774, 6.86417)
H (-2.18538, 0.23898, 4.82536)
H (-0.99934, -0.39237, 6.92811)
H (-1.65909, 0.74562, 9.05014)
H (-3.47572, 2.45725, 8.98178)
H (-4.55848, 2.95130, 6.78722)
C (-0.73680, -4.07660, -7.56289)
Cl (0.47572, -5.03064, -8.42886)
Cl (-0.61351, -4.35037, -5.81790)
Cl (-0.55791, -2.35676, -7.93552)
H (-1.72388, -4.39775, -7.89080)

Properties
HOMO-LUMO gap: 5.040 eV
E_HOMO: -4.51 eV
Net charge: -1


Computed, not measured: C17H22BCl2N6O2Pr as an isolated structure, with ωB97M-V with the def2-TZVPD basis set.

Geometry (Å):
Pr (-0.48573, -0.91547, 0.04581)
Cl (6.34187, -4.24777, 0.13471)
C (4.94937, -3.25487, -0.04909)
C (5.11957, -1.86787, -0.19579)
C (4.02557, -1.04867, -0.26259)
Cl (4.26007, 0.64463, -0.45989)
C (2.68597, -1.52737, -0.20959)
O (1.68567, -0.70867, -0.19379)
C (2.54837, -2.95827, -0.20699)
C (1.27487, -3.55897, -0.42159)
O (0.19937, -2.94797, -0.57549)
C (3.68597, -3.78847, -0.08699)
H (6.12197, -1.47397, -0.26089)
H (1.26327, -4.65607, -0.51029)
H (3.54627, -4.85707, -0.04729)
B (-2.88833, -0.83787, -1.25919)
N (-3.14673, 0.35073, -0.28889)
C (-4.23193, 1.11713, -0.13299)
C (-4.07633, 1.87453, 1.01431)
C (-2.83903, 1.49953, 1.51631)
N (-2.27223, 0.57983, 0.72261)
N (-3.05423, -2.10407, -0.37639)
C (-4.06783, -2.98587, -0.38689)
C (-3.95543, -3.80797, 0.71461)
C (-2.81623, -3.35297, 1.37371)
N (-2.27153, -2.32407, 0.71951)
H (-3.66013, -0.84627, -2.14419)
H (-1.64333, -0.71267, -1.67729)
H (-5.04213, 1.09943, -0.83339)
H (-4.75443, 2.58913, 1.42901)
H (-2.35073, 1.83023, 2.41741)
H (-4.80483, -2.98297, -1.16619)
H (-4.59943, -4.61217, 1.01041)
H (-2.37653, -3.72567, 2.28221)
N (1.74507, 4.27593, -0.30069)
C (0.46037, 4.05233, -1.01719)
C (0.24777, 2.54323, -1.19139)
N (0.23147, 1.85013, 0.10091)
C (1.47917, 2.11543, 0.82901)
C (1.72157, 3.61453, 1.03221)
H (1.93817, 5.28073, -0.20179)
H (2.50967, 3.86623, -0.85429)
H (0.47857, 4.55513, -1.98599)
H (-0.34333, 4.48443, -0.41629)
H (1.05367, 2.12653, -1.80299)
H (-0.70263, 2.36623, -1.70639)
H (-0.54313, 2.24063, 0.64771)
H (2.30957, 1.67653, 0.26181)
H (1.44447, 1.61873, 1.80431)
H (2.67317, 3.78043, 1.54171)
H (0.92527, 4.07183, 1.62451)

Properties
HOMO-LUMO gap (spin up / spin down): 7.492 / 7.526 eV
E_HOMO (spin up / spin down): -13.57 / -13.57 eV
⟨S²⟩: 2.002
2S+1: 3
Net charge: +2


Computed, not measured: a 12-piece molecular cluster, C17H22BCl33F3O4 overall, with ωB97M-V with the def2-TZVPD basis set.

Geometry (Å):
O (6.03384, -0.73883, -2.75654)
C (5.10192, -1.66176, -2.20776)
O (5.37991, -3.05736, -2.49141)
B (4.07330, -3.80765, -2.45181)
O (3.09996, -2.77980, -1.96265)
C (3.57339, -1.62484, -2.69264)
C (2.73170, -0.27913, -2.58185)
C (1.37416, -0.39459, -1.73351)
O (0.19082, -0.64632, -2.51865)
C (0.11136, -2.00022, -2.95265)
C (-0.48038, -2.99297, -1.85286)
F (0.39920, -3.31296, -0.83456)
F (-1.66776, -2.42402, -1.34923)
F (-0.86741, -4.22581, -2.41830)
H (6.84991, -1.20015, -3.02213)
H (4.99006, -1.70483, -1.06262)
H (3.87104, -4.03070, -3.61748)
H (4.06897, -4.87914, -1.92729)
H (3.66714, -1.80825, -3.81503)
H (2.46177, 0.02219, -3.65161)
H (3.36120, 0.55709, -2.10002)
H (1.54259, -1.11827, -0.87841)
H (1.21267, 0.63021, -1.24008)
H (-0.64900, -2.01834, -3.80661)
H (1.07751, -2.39631, -3.41483)
C (2.71374, 2.70622, 0.83257)
Cl (2.60872, 2.76730, 2.59867)
Cl (3.54311, 1.24012, 0.30949)
Cl (1.10076, 2.78982, 0.10591)
H (3.28654, 3.56685, 0.49550)
C (-3.07233, 3.30575, 0.53401)
Cl (-4.50187, 4.06618, -0.18336)
Cl (-1.96512, 2.74741, -0.72671)
Cl (-2.25343, 4.43173, 1.62696)
H (-3.39639, 2.44804, 1.10974)
C (-4.02265, -0.61259, 0.20528)
Cl (-4.30993, 0.51167, -1.13702)
Cl (-2.98480, 0.10888, 1.44211)
Cl (-5.55430, -1.14139, 0.91753)
H (-3.51135, -1.48573, -0.19481)
C (-4.60518, 1.96068, -5.01611)
Cl (-2.88124, 2.08223, -5.39027)
Cl (-5.21693, 0.34983, -5.41484)
Cl (-4.89886, 2.33214, -3.31204)
H (-5.13876, 2.68858, -5.62156)
C (-0.33326, -3.40959, 2.61098)
Cl (1.04919, -2.36437, 2.25997)
Cl (-0.24763, -4.02000, 4.26942)
Cl (-1.85038, -2.53979, 2.34118)
H (-0.29971, -4.25867, 1.93403)
C (-9.00521, -0.80425, -5.59569)
Cl (-7.63087, -1.81342, -6.06528)
Cl (-8.77964, 0.85871, -6.15472)
Cl (-10.51419, -1.47338, -6.23186)
H (-9.06650, -0.79449, -4.51068)
C (2.50615, -5.97109, 1.56531)
Cl (0.82714, -6.51572, 1.73102)
Cl (3.58312, -6.97986, 2.54460)
Cl (3.00574, -5.98587, -0.12663)
H (2.57014, -4.94873, 1.93041)
C (5.78019, 5.86646, 1.14701)
Cl (7.13096, 4.84346, 1.65163)
Cl (4.86375, 5.09251, -0.15281)
Cl (4.72167, 6.22251, 2.51844)
H (6.18257, 6.80324, 0.77083)
C (1.58756, 7.86082, 4.42481)
Cl (2.93852, 6.84370, 4.94232)
Cl (0.68641, 7.07916, 3.12065)
Cl (0.52073, 8.22125, 5.79004)
H (1.98964, 8.79790, 4.04903)
C (-2.01543, -9.42317, 2.11486)
Cl (-0.41913, -9.75759, 2.79789)
Cl (-2.44137, -7.71916, 2.32729)
Cl (-2.06568, -9.86833, 0.40403)
H (-2.74668, -10.02611, 2.64630)
C (-1.69788, 8.21404, 8.96412)
Cl (-2.40467, 9.63481, 8.18180)
Cl (-1.27634, 8.57400, 10.64390)
Cl (-2.80907, 6.84140, 8.88225)
H (-0.78746, 7.94861, 8.43300)

Properties
HOMO-LUMO gap: 5.585 eV
E_HOMO: -4.11 eV
Net charge: -1


Computed, not measured: C17H22BF10NO5PdSb as an isolated structure, with ωB97M-V with the def2-TZVPD basis set.

Geometry (Å):
Pd (-0.76356, -0.13156, 0.64629)
O (-0.92632, 0.26241, 2.76907)
C (-0.14648, 0.89196, 3.47799)
C (0.99243, 1.71828, 3.12835)
C (1.51128, 2.45052, 4.20049)
C (2.53177, 3.34401, 4.01542)
C (3.07857, 3.55971, 2.73442)
C (2.60944, 2.85290, 1.67310)
C (1.56918, 1.85882, 1.80566)
O (1.22806, 1.14839, 0.83043)
N (3.04837, 4.08533, 5.15639)
O (3.95453, 4.88034, 4.95820)
O (2.55711, 3.88029, 6.25471)
H (-0.36090, 0.88865, 4.55974)
H (1.09611, 2.32175, 5.19232)
H (3.86691, 4.29020, 2.61802)
H (3.01809, 2.99669, 0.68097)
C (-1.61048, -3.62613, -0.41531)
C (-0.51225, -3.17889, 0.55172)
O (0.01825, -1.96404, 0.21576)
C (0.66604, -4.17288, 0.44921)
F (0.30177, -5.45696, 0.63731)
F (1.65111, -3.90603, 1.31132)
F (1.19815, -4.10819, -0.79085)
C (-1.10166, -3.19216, 1.98313)
F (-1.44691, -4.44001, 2.37478)
F (-2.21485, -2.44581, 2.02812)
F (-0.25491, -2.71198, 2.89936)
H (-1.17989, -3.72240, -1.41122)
H (-2.37354, -2.84966, -0.43076)
H (-2.07142, -4.57312, -0.13470)
C (2.22742, -1.27904, -3.25971)
C (1.87825, -0.67843, -1.89895)
Sb (-0.12388, -0.03574, -1.74959)
C (-1.13118, -1.13060, -3.23314)
C (-2.65664, -1.05785, -3.11911)
C (0.06792, 1.85146, -2.65261)
C (-1.25898, 2.51983, -3.01744)
H (3.29585, -1.49805, -3.32097)
H (1.98966, -0.61008, -4.09199)
H (1.69625, -2.21632, -3.43397)
H (2.47500, 0.20709, -1.67639)
H (2.01919, -1.39101, -1.08906)
H (-0.77875, -2.15932, -3.15492)
H (-0.77204, -0.72137, -4.18045)
H (-3.00782, -1.49368, -2.18637)
H (-3.13031, -1.59079, -3.94715)
H (-3.02570, -0.03241, -3.12657)
H (0.70017, 1.67043, -3.52663)
H (0.63686, 2.45496, -1.94353)
H (-1.80917, 1.94007, -3.76235)
H (-1.09466, 3.51388, -3.43871)
H (-1.90821, 2.63159, -2.14736)
F (-4.11161, 1.62963, 1.11159)
B (-3.28840, 1.62802, -0.00070)
F (-1.91459, 1.85116, 0.43802)
F (-3.31701, 0.39094, -0.65920)
F (-3.59158, 2.65519, -0.90221)

Properties
HOMO-LUMO gap (spin up / spin down): 7.458 / 7.440 eV
Energy above the lowest of the compared OMol25 structures with the same formula, charge and spin: 5.46 kcal/mol
E_HOMO (spin up / spin down): -5.63 / -5.66 eV
Net charge: -1


Number 1: E -170221.962 eV. Number 2: E -70800.209 eV. Number 3: E -448244.694 eV. Number 4: E -67588.441 eV.